(1)
# C8H11NO3

One molecule with the formula C8H11NO3 (ωB97M-V/def2-TZVPD, the Open Molecules 2025 dataset).

Summary:
LUMO	0.16	eV
structure (SMILES)	C=C(C)[C@@]1(C)CC(=O)C(=O)N1O

Each atom is followed by the atoms it is bonded to, with distances in Å.
Geometry (Å):
1 C -1.50879 -2.39376 0.94257  C3 1.551, N9 1.316, O10 1.226
2 C -0.18164 0.16854 -0.99111  C5 1.552, C6 1.513, C8 1.330
3 C -2.39261 -1.23876 1.48085  C1 1.551, C4 1.503, O11 1.219
4 C -1.57979 0.01264 1.30498  C3 1.503, C5 1.542, H13 1.091, H14 1.064
5 C -0.36016 -0.38415 0.44818  C2 1.552, C4 1.542, C7 1.620, N9 1.471
6 C 1.05573 1.02762 -1.13195  C2 1.513, H15 1.078, H16 1.119, H17 1.118
7 C 0.84960 -0.22064 1.51282  C5 1.620, H18 1.001, H19 1.003, H20 1.145
8 C -1.33244 0.17313 -1.65728  C2 1.330, H22 1.145, H23 1.067
9 N -0.50151 -1.84083 0.30060  C1 1.316, C5 1.471, O12 1.436
10 O -1.77294 -3.59077 0.94005  C1 1.226
11 O -3.48686 -1.46043 1.96908  C3 1.219
12 O 0.56228 -2.66468 -0.20095  N9 1.436, H21 0.969
13 H -2.20636 0.78034 0.84900  C4 1.091
14 H -1.45104 0.25241 2.33387  C4 1.064
15 H 1.05168 1.26323 -2.18383  C6 1.078
16 H 1.94033 0.37155 -0.93460  C6 1.119
17 H 1.04368 1.88620 -0.41636  C6 1.118
18 H 1.76113 -0.53939 1.25055  C7 1.001
19 H 0.61695 -0.81859 2.28385  C7 1.003
20 H 0.86154 0.90065 1.74354  C7 1.145
21 H 0.42935 -3.46136 0.33358  O12 0.969
22 H -2.29015 -0.31745 -1.26629  C8 1.145
23 H -1.24789 0.48018 -2.67564  C8 1.067

(2)
# C8H11NO4

One molecule with the formula C8H11NO4 (ωB97M-V/def2-TZVPD, the Open Molecules 2025 dataset).

Summary:
LUMO (alpha / beta)	-0.31 / -1.85	eV

Each atom is followed by the atoms it is bonded to, with distances in Å.
Geometry (Å):
1 C -0.83975 -0.34251 -1.06222  C2 1.349, C3 1.466, C6 1.442
2 C -0.09145 0.12878 -2.08095  C1 1.349, H14 1.179, H15 1.092
3 C -0.32181 -1.50084 -0.32852  C1 1.466, C4 1.646, H16 1.163, H17 1.095
4 C -0.02483 -1.18875 1.26018  C3 1.646, C7 1.530, H18 1.140, H19 1.116
5 C 1.60195 1.76569 0.29458  O12 1.361, O13 1.340, H20 1.172, H21 1.097
6 C -2.09463 0.25049 -0.67215  C1 1.442, N9 1.370, H22 1.105
7 C 0.44966 0.25388 1.44848  C4 1.530, C8 1.541, O12 1.423, H23 1.160
8 C -0.34420 1.52560 1.09225  C7 1.541, O13 1.313, H24 1.079
9 N -3.06173 -0.27609 0.14376  C6 1.370, O10 1.212, O11 1.236
10 O -3.94288 0.44020 0.56831  N9 1.212
11 O -2.96687 -1.43130 0.57376  N9 1.236
12 O 1.65665 0.47728 0.72898  C5 1.361, C7 1.423
13 O 0.36591 2.28324 0.28792  C5 1.340, C8 1.313
14 H -0.31773 1.12950 -2.66248  C2 1.179
15 H 0.91592 -0.25853 -2.24676  C2 1.092
16 H -0.99290 -2.45069 -0.32067  C3 1.163
17 H 0.68051 -1.73445 -0.70158  C3 1.095
18 H -1.01588 -1.38922 1.78649  C4 1.140
19 H 0.67911 -1.97867 1.61580  C4 1.116
20 H 2.21773 2.52454 0.94111  C5 1.172
21 H 2.10138 1.93536 -0.66672  C5 1.097
22 H -2.27506 1.19808 -1.21039  C6 1.105
23 H 0.62557 0.18733 2.59313  C7 1.160
24 H -1.29737 1.88860 1.44444  C8 1.079

(3)
# C8H12

One molecule with the formula C8H12 (ωB97M-V/def2-TZVPD, the Open Molecules 2025 dataset).

Summary:
LUMO	1.05	eV
structure (SMILES)	C=C/C=C/CC(=C)C

Each atom is followed by the atoms it is bonded to, with distances in Å.
Geometry (Å):
1 C 2.08589 2.12323 0.22908  C2 1.467, H9 1.133, H10 1.149, H11 1.160
2 C 1.94603 0.71245 -0.14700  C1 1.467, C3 1.298, C4 1.522
3 C 2.62998 0.00433 -0.99326  C2 1.298, H12 1.121, H13 1.138
4 C 0.88191 0.03546 0.70440  C2 1.522, C5 1.702, H14 1.102, H15 1.078
5 C -0.46513 -0.50278 -0.18555  C4 1.702, C6 1.332, H16 1.082
6 C -1.33613 -1.46529 0.11376  C5 1.332, C7 1.522, H17 1.072
7 C -2.72534 -1.32965 -0.49324  C6 1.522, C8 1.318, H18 1.108
8 C -3.77297 -1.04314 0.25280  C7 1.318, H19 1.110, H20 1.122
9 H 3.07351 2.35456 0.73387  C1 1.133
10 H 1.92647 2.81425 -0.67503  C1 1.149
11 H 1.31221 2.58603 0.95932  C1 1.160
12 H 2.56853 -1.11455 -1.01719  C3 1.121
13 H 3.45706 0.37652 -1.67997  C3 1.138
14 H 1.30051 -0.77335 1.32403  C4 1.102
15 H 0.45546 0.65860 1.47384  C4 1.078
16 H -0.75475 0.29231 -0.85937  C5 1.082
17 H -1.16361 -2.37166 0.65957  C6 1.072
18 H -2.85304 -1.50503 -1.57942  C7 1.108
19 H -3.76214 -0.91525 1.35536  C8 1.110
20 H -4.80445 -0.93703 -0.17601  C8 1.122

(4)
# C8H12

One molecule with the formula C8H12 (ωB97M-V/def2-TZVPD, the Open Molecules 2025 dataset).

Summary:
LUMO	0.93	eV
structure (SMILES)	C=C/C=C(\C)C(=C)C

Each atom is followed by the atoms it is bonded to, with distances in Å.
Geometry (Å):
1 C -2.47154 -0.20065 0.84711  C2 1.499, H9 1.095, H10 1.093, H11 1.099
2 C -1.46190 0.45702 -0.04541  C1 1.499, C3 1.342, C5 1.472
3 C -1.74800 1.56035 -0.75292  C2 1.342, H12 1.091, H13 1.084
4 C 0.95451 0.36667 0.09280  C5 1.352, C8 1.473, H14 1.087
5 C -0.18852 -0.23101 -0.31290  C2 1.472, C4 1.352, C6 1.504
6 C -0.33250 -1.69370 -0.63425  C5 1.504, H15 1.080, H16 1.107, H17 1.101
7 C 3.34985 0.32622 0.59273  C8 1.325, H18 1.084, H19 1.087
8 C 2.27118 -0.29172 0.13290  C4 1.473, C7 1.325, H20 1.085
9 H -3.32790 0.45075 1.04873  C1 1.095
10 H -2.88222 -1.15378 0.50584  C1 1.093
11 H -2.03163 -0.46733 1.81819  C1 1.099
12 H -0.91706 2.00186 -1.30499  C3 1.091
13 H -2.65403 2.14759 -0.85088  C3 1.084
14 H 0.88592 1.35613 0.53807  C4 1.087
15 H -1.18003 -1.86930 -1.28093  C6 1.080
16 H -0.50310 -2.28085 0.28849  C6 1.107
17 H 0.57817 -2.15260 -1.04967  C6 1.101
18 H 3.30613 1.40115 0.72883  C7 1.084
19 H 4.34306 -0.05159 0.36375  C7 1.087
20 H 2.25644 -1.23532 -0.40205  C8 1.085

(5)
# C8H12

One molecule with the formula C8H12 (ωB97M-V/def2-TZVPD, the Open Molecules 2025 dataset).

Summary:
LUMO (alpha / beta)	1.03 / -2.72	eV
⟨S²⟩	2.01
spin multiplicity	3

Each atom is followed by the atoms it is bonded to, with distances in Å.
Geometry (Å):
1 C 1.19023 -0.27119 2.11466  C2 1.499, H9 1.143, H10 1.089, H18 1.149
2 C 1.73029 -0.60690 0.75713  C1 1.499, C5 1.353, H11 1.066
3 C -1.59418 0.61565 -1.30831  C4 1.567, C6 1.502, H12 0.992, H13 1.102
4 C -0.51736 0.48814 -0.17700  C3 1.567, C5 1.647, C6 1.723, H14 1.138
5 C 0.96136 -0.22839 -0.28971  C2 1.353, C4 1.647, C7 1.477
6 C -2.22426 0.52363 0.05185  C3 1.502, C4 1.723, C8 1.298
7 C 1.39241 -0.39644 -1.69265  C5 1.477, H15 1.085, H16 1.239, H17 1.101
8 C -3.28804 0.29372 0.76007  C6 1.298, H19 1.082, H20 1.057
9 H 1.77243 0.54811 2.65957  C1 1.143
10 H 1.13467 -1.13414 2.77597  C1 1.089
11 H 2.70408 -1.00261 0.57719  C2 1.066
12 H -1.68667 1.50897 -1.72858  C3 0.992
13 H -1.77477 -0.22730 -1.99407  C3 1.102
14 H -0.20197 1.52628 0.16468  C4 1.138
15 H 2.26281 0.23747 -1.82719  C7 1.085
16 H 0.42142 0.07951 -2.29701  C7 1.239
17 H 1.45598 -1.45812 -1.97592  C7 1.101
18 H 0.09676 0.08283 2.11164  C1 1.149
19 H -4.24932 0.14176 0.28657  C8 1.082
20 H -3.26574 0.04672 1.78796  C8 1.057

(6)
# C8H12

An isolated ion of composition C8H12 and charge +1 (ωB97M-V/def2-TZVPD, the Open Molecules 2025 dataset).

Summary:
LUMO (alpha / beta)	-4.88 / -8.01	eV
⟨S²⟩	0.79
spin multiplicity	2
net charge	+1

Each atom is followed by the atoms it is bonded to, with distances in Å.
Geometry (Å):
1 C -1.15385 -1.82609 0.25626  C2 1.528, H9 1.093, H10 1.086, H11 1.098
2 C -0.26365 -1.12115 1.27887  C1 1.528, C3 1.505, H12 1.091, H13 1.091
3 C -0.16000 0.34586 0.95853  C2 1.505, C4 1.371, C6 1.429
4 C -0.40868 1.26807 1.94212  C3 1.371, H14 1.089, H15 1.088
5 C -0.25997 1.93019 -0.90160  C6 1.375, H16 1.089, H17 1.089
6 C 0.22611 0.76856 -0.35050  C3 1.429, C5 1.375, C7 1.502
7 C 1.41226 0.12014 -1.00416  C6 1.502, C8 1.324, H18 1.083
8 C 1.33092 -0.35897 -2.23590  C7 1.324, H19 1.083, H20 1.088
9 H -0.77537 -1.75227 -0.76596  C1 1.093
10 H -1.34667 -2.85834 0.53267  C1 1.086
11 H -2.07359 -1.26344 0.04707  C1 1.098
12 H -0.68237 -1.24647 2.27804  C2 1.091
13 H 0.72361 -1.58315 1.31886  C2 1.091
14 H -0.49984 1.03265 3.00126  C4 1.089
15 H -0.39515 2.35125 1.84596  C4 1.088
16 H 0.18349 2.35443 -1.80084  C5 1.089
17 H -0.85396 2.67478 -0.37275  C5 1.089
18 H 2.30855 0.28539 -0.41903  C7 1.083
19 H 0.46146 -0.39099 -2.88008  C8 1.083
20 H 2.22672 -0.73045 -2.72882  C8 1.088

Strongest force on any atom (computed, eV Å⁻¹): 6.4, 6.5, 3.9, 2.1, 5.9, 1.8